No. 1
Entry from OMol25: a molecular structure, C24H20F6N7O20S6V at a distorted geometry (wB97M-V/def2-TZVPD).

Structure (XYZ):
```
84
Properties=species:S:1:pos:R:3
V 0.33 0.59 0.73
S 1.72 -2.36 0.37
S 0.62 4.58 3.39
S 0.10 2.41 4.01
S -0.82 3.38 -0.74
S 2.81 -1.44 2.13
S -2.49 2.47 0.54
F -1.11 1.51 4.54
F -0.19 5.80 2.63
F 0.74 3.36 -0.88
F -2.52 1.26 1.57
F 2.80 -0.16 2.99
F 0.56 -2.03 -0.72
O 2.13 1.66 0.07
O 0.26 -1.24 4.08
O 2.85 -2.33 -0.52
O 0.40 1.74 2.74
O 4.22 -1.26 1.68
O 3.37 2.18 1.69
O 1.10 2.32 5.03
O -1.25 3.10 -2.08
O 1.51 4.07 2.36
O 1.23 -3.59 0.90
O 1.26 5.30 4.49
O -3.58 -0.89 0.08
O -1.59 -0.62 -0.65
O 2.54 -0.17 -2.61
O -3.57 2.13 -0.35
O -0.93 -0.59 2.45
O 0.77 0.34 -1.68
O 2.57 -2.43 3.19
O -2.68 3.50 1.57
O -0.96 4.68 -0.10
N -0.86 2.03 0.20
N -0.82 -1.12 3.55
N 1.49 -0.95 1.08
N 1.39 -0.09 -2.66
N 3.18 2.09 0.48
N -2.73 -1.13 -0.77
N -0.78 3.68 3.79
C 6.66 2.67 -1.08
C -4.71 -3.23 -3.23
C 5.67 2.40 -0.08
C 6.33 2.77 -2.38
C -0.53 -1.83 -6.08
C -4.33 -1.72 4.71
C -1.27 -0.90 -5.29
C -1.98 -1.53 4.36
C -2.07 -2.78 -2.46
C -1.80 -1.80 5.70
C -3.06 -2.01 -1.83
C -2.41 -3.71 -3.41
C 4.02 2.30 -1.81
C -0.61 -0.45 -4.16
C 0.77 -2.14 -5.78
C -4.19 -1.87 6.10
C -2.88 -1.99 6.58
C 5.00 2.53 -2.75
C 1.41 -1.56 -4.69
C -4.38 -2.32 -2.25
C 4.32 2.27 -0.46
C -3.29 -1.56 3.83
C -3.72 -3.86 -3.86
C 0.77 -0.65 -3.90
H -5.21 -1.87 -1.73
H 5.93 2.32 0.97
H -1.05 0.31 -3.52
H -5.75 -3.28 -3.49
H -1.66 -4.32 -3.90
H -2.28 -0.59 -5.49
H 2.46 -1.81 -4.63
H 7.07 2.93 -3.16
H 7.67 2.69 -0.70
H -3.49 -1.53 2.77
H 1.37 -2.81 -6.37
H -0.82 -1.96 6.11
H -2.63 -2.39 7.55
H -3.83 -4.55 -4.69
H -5.34 -1.63 4.34
H 4.70 2.70 -3.77
H 3.06 2.11 -2.27
H -4.99 -2.07 6.80
H -1.01 -2.75 -2.24
H -1.01 -2.31 -6.92
```

Multiplicity   4
E_HOMO (spin up / spin down)   -6.06 / -6.90 eV
Charge   -1
Kohn-Sham gap (spin up / spin down)   6.8 / 7.6 eV

---

No. 2
Entry from OMol25: C24H20N4O3S in the gas phase at a distorted geometry (wB97M-V/def2-TZVPD).

Structure (XYZ):
```
52
Properties=species:S:1:pos:R:3
S -2.21 2.10 -1.48
O 3.41 -1.92 0.43
O 0.39 0.85 -2.20
O -0.98 -3.81 -2.33
N -1.71 0.02 0.01
N -0.78 1.99 0.81
N -0.57 -1.21 -2.28
N 0.76 2.11 2.45
C 1.04 4.58 2.40
C 0.15 -3.40 -1.66
C -1.95 0.73 -2.66
C 0.39 -2.02 -1.66
C -1.25 -2.09 1.02
C 0.60 5.73 1.77
C 0.42 -2.26 2.74
C 2.11 -3.72 -0.31
C -0.36 5.68 0.76
C 2.34 -2.35 -0.29
C -0.52 -2.85 1.90
C 0.00 1.31 1.76
C -1.53 1.29 -0.07
C 3.66 -0.54 0.52
C -1.05 -0.71 0.96
C -0.91 4.48 0.34
C -0.58 0.14 -2.36
C -0.12 -0.11 1.84
C 1.49 -1.50 -0.99
C 0.51 3.37 1.99
C -1.30 -5.18 -2.32
C 1.02 -4.24 -0.99
C -0.46 3.33 0.96
C 0.61 -0.90 2.72
H -2.76 0.01 -2.56
H 2.78 -4.37 0.23
H -2.23 -5.27 -2.88
H 0.99 6.69 2.06
H 1.00 -2.88 3.42
H -0.69 6.60 0.30
H -1.66 4.45 -0.44
H 0.87 -5.30 -0.98
H -0.66 -3.92 1.94
H -1.97 1.20 -3.65
H 1.32 -0.41 3.38
H 3.86 -0.10 -0.46
H 2.82 -0.01 0.99
H -1.45 -5.54 -1.30
H -0.53 -5.78 -2.81
H -1.42 -1.72 -2.51
H 1.78 4.62 3.19
H -1.98 -2.54 0.36
H 1.64 -0.44 -1.01
H 4.54 -0.44 1.15
```

E_HOMO   -7.74 eV
Charge   0
SMILES   COc1ccc(OC)c(NC(=O)CSc2nc3ccccc3c3nc4ccccc4n23)c1
ΔE to the lowest compared entry with this formula, charge and spin   0.000 eV
Kohn-Sham gap   8.0 eV

---

No. 3
Entry from OMol25: a molecular structure, C24H21B3CdN3O24 at a distorted geometry (wB97M-V/def2-TZVPD).

Structure (XYZ):
```
76
Properties=species:S:1:pos:R:3
Cd -0.28 1.02 -0.21
O 0.89 0.28 3.32
O 3.16 -5.22 6.53
O 9.92 0.22 -1.17
O -3.94 1.08 1.19
O 1.97 -1.41 4.32
O 5.96 -0.81 -3.01
O 7.27 1.28 -3.16
O -0.43 0.54 5.89
O 5.49 0.84 -1.42
O -5.23 -1.63 1.09
O 0.86 -1.38 6.41
O -10.30 2.53 2.29
O 1.89 -3.46 5.63
O -9.44 1.46 4.97
O 9.42 2.13 -3.37
O -7.08 -0.40 1.80
O 4.70 -2.90 7.58
O 3.22 -1.73 6.40
O 7.68 -0.15 -1.37
O -5.93 1.62 2.14
O 3.77 -1.40 -3.33
O -7.64 0.88 3.77
O -8.33 1.67 1.70
O 3.33 0.41 -1.11
N -0.94 0.03 -3.51
N 0.29 4.67 -0.77
N -0.73 -2.63 0.45
C -0.94 -5.64 2.20
C -0.98 -5.16 0.75
C 8.57 1.32 -2.91
C -5.09 0.78 1.54
C -5.80 -0.59 1.40
C 4.70 -0.84 -2.73
C -1.27 -0.55 -6.01
C 1.29 7.59 -2.35
C 0.45 -0.31 5.68
C 2.90 -4.03 6.32
C -9.25 1.96 2.57
C -1.10 -0.18 -4.63
C 0.14 5.65 -1.43
C 1.33 8.49 -3.53
C 3.71 -2.87 6.90
C -0.53 -1.89 -6.29
C -0.83 -3.74 0.62
C 0.03 6.78 -2.27
C 1.11 -0.44 4.31
C -2.06 -5.02 3.13
C -8.79 1.41 3.92
C 8.87 0.39 -1.74
C 4.45 0.18 -1.58
C -1.02 -3.07 -5.40
B 6.59 0.28 -2.26
B -7.23 0.97 2.35
B 1.98 -2.00 5.66
H -1.83 -3.97 3.31
H -0.66 -2.11 -7.35
H 0.51 -1.67 -6.05
H -1.94 -5.51 0.37
H -0.39 -3.94 -5.56
H -3.06 -5.03 2.68
H 2.18 6.97 -2.35
H -2.03 -3.33 -5.72
H -0.78 7.51 -2.17
H -1.02 -2.81 -4.34
H 0.39 9.05 -3.49
H 1.32 7.90 -4.44
H 2.18 9.17 -3.48
H 1.27 8.25 -1.49
H -0.92 0.19 -6.72
H -2.34 -0.60 -6.24
H -2.29 -5.54 4.05
H -0.17 -5.64 0.19
H -1.15 -6.71 2.16
H -0.13 6.30 -3.23
H 0.07 -5.49 2.58
```

E_HOMO   -7.79 eV
Charge   -1
ΔE to the lowest compared entry with this formula, charge and spin   7.670 eV
Kohn-Sham gap   2.0 eV

---

No. 4
Entry from OMol25: C24H21BrN2O4S in the gas phase (wB97M-V/def2-TZVPD).

Structure (XYZ):
```
53
Properties=species:S:1:pos:R:3
Br 3.35 4.36 5.21
S 1.84 -3.88 -0.94
O -0.32 -4.86 -3.96
O -3.34 -1.22 0.73
O -2.19 -2.57 -1.54
O -0.74 -2.19 0.13
N 0.36 -2.82 -3.36
N -0.53 1.99 1.19
C 0.77 -0.50 -2.85
C -0.91 -4.40 -0.82
C 2.17 -1.20 -0.57
C -1.26 -2.94 -0.67
C -2.56 -1.19 -1.53
C -1.24 0.84 1.35
C 0.11 -4.13 -3.11
C 1.61 -2.19 -1.37
C -0.07 3.71 -0.59
C 2.02 0.13 -0.91
C 0.34 -4.61 -1.68
C 1.08 4.39 3.49
C 0.19 3.85 2.57
C 2.12 3.61 3.95
C -1.26 0.05 2.61
C 1.32 0.48 -2.05
C 0.90 -1.85 -2.52
C -0.72 2.46 -0.10
C -2.66 -0.65 -0.09
C -1.52 1.58 -0.76
C -1.87 0.55 0.16
C 0.35 2.54 2.13
C 2.30 2.31 3.53
C 1.41 1.77 2.61
H 0.10 -2.51 -4.29
H 1.20 1.52 -2.32
H 1.53 0.76 2.26
H -0.64 4.44 2.22
H 2.45 0.90 -0.28
H -0.73 -4.81 0.17
H -1.82 -0.62 -2.11
H 2.71 -1.49 0.32
H -0.11 3.73 -1.68
H 0.23 -0.24 -3.75
H -3.54 -1.15 -2.02
H -2.28 -0.28 2.81
H -0.59 4.60 -0.22
H -0.90 0.64 3.45
H 0.95 5.40 3.83
H -0.65 -0.84 2.50
H -1.75 -4.92 -1.29
H 3.12 1.72 3.90
H 0.55 -5.68 -1.73
H 0.97 3.77 -0.27
H -1.86 1.68 -1.77
```

E_HOMO   -8.09 eV
Charge   0
SMILES   Cc1cc(C(=O)COC(=O)C[C@@H]2Sc3ccccc3NC2=O)c(C)n1-c1ccc(Br)cc1
ΔE to the lowest compared entry with this formula, charge and spin   0.301 eV
Kohn-Sham gap   8.6 eV

---

No. 5
Entry from OMol25: a molecular structure, C24H21Cl7CoS (wB97M-V/def2-TZVPD).

Structure (XYZ):
```
54
Properties=species:S:1:pos:R:3
Co 0.04 -0.36 -0.01
Cl -2.64 3.37 3.11
Cl 2.44 -1.06 -1.42
Cl 2.82 1.23 1.03
Cl -0.01 4.93 3.77
Cl -2.65 0.98 1.04
Cl 0.73 3.68 -3.49
Cl 2.72 3.85 2.69
S 0.01 1.06 -1.87
C -1.12 2.86 2.44
C 3.99 0.69 -2.72
C -1.87 -0.69 0.78
C -1.30 -1.35 1.95
C 4.26 1.85 -3.41
C 0.12 1.19 1.13
C -1.71 -1.17 3.22
C 1.10 -3.53 -0.14
C 0.05 3.53 2.77
C -2.81 -0.71 -1.65
C -1.03 1.75 1.62
C 2.70 0.45 -2.26
C -1.89 -1.17 -0.54
C 1.28 1.87 1.52
C -0.01 -2.56 0.21
C -0.91 -2.14 -0.84
C 1.96 2.49 -3.17
C 3.23 2.75 -3.64
C 1.63 1.33 -2.44
C 0.91 -2.52 2.56
C -4.35 0.44 0.60
C -0.84 -2.77 -2.20
C 1.26 3.03 2.29
C -0.09 -2.08 1.52
H 1.85 -1.97 2.46
H -2.99 0.71 2.36
H 1.35 -3.49 -1.20
H -3.20 2.22 1.20
H 5.26 2.05 -3.78
H 1.14 -3.58 2.47
H 3.41 3.67 -4.18
H -0.49 -3.80 -2.15
H 4.76 -0.05 -2.52
H 0.78 -4.55 0.09
H -1.82 -2.81 -2.68
H -3.19 0.30 -1.56
H -2.29 -0.76 -2.60
H -2.28 1.28 -0.24
H 0.54 -2.36 3.56
H -0.17 -2.21 -2.86
H 2.00 -3.33 0.43
H -2.67 -0.73 3.46
H -3.68 -1.37 -1.67
H -5.19 1.08 0.91
H -1.14 -1.53 4.06
```

Multiplicity   4
E_HOMO (spin up / spin down)   -7.09 / -7.19 eV
Charge   0
ΔE to the lowest compared entry with this formula, charge and spin   18.577 eV
Kohn-Sham gap (spin up / spin down)   6.3 / 5.1 eV

---

No. 6
Entry from OMol25: a molecular structure, C24H21Cl7CoS (wB97M-V/def2-TZVPD).

Structure (XYZ):
```
54
Properties=species:S:1:pos:R:3
Co -0.19 0.43 0.58
Cl -4.63 1.73 3.66
Cl 4.10 -1.22 3.11
Cl -2.02 0.16 2.99
Cl -3.93 4.72 -0.78
Cl -1.35 3.13 -1.44
Cl 1.53 2.29 -0.15
Cl -5.59 4.03 1.76
S 1.37 0.20 2.28
C 0.04 0.46 -3.09
C 0.83 -1.07 -1.26
C -0.72 -2.09 0.33
C -4.15 3.15 1.40
C 2.87 0.58 1.48
C -2.76 -0.06 -2.16
C -1.79 1.70 0.80
C -2.25 2.73 0.00
C 5.29 0.28 1.23
C -0.92 -3.00 1.51
C 1.72 -2.67 0.48
C -3.40 3.46 0.27
C -1.79 -1.43 -0.29
C 2.23 -0.95 -1.80
C -0.25 -0.41 -1.89
C 0.59 -1.93 -0.17
C 4.08 -0.03 1.84
C 4.17 1.84 -0.19
C -1.56 -0.63 -1.44
C 5.34 1.22 0.22
C -2.56 1.44 1.93
C -3.72 2.13 2.25
C 2.98 1.51 0.44
C -3.20 -1.56 0.22
H 2.94 -0.66 -1.04
H -3.15 0.81 -1.64
H 6.19 -0.23 1.56
H -3.75 -0.63 0.10
H 2.68 -2.21 0.29
H -3.23 -1.82 1.27
H 2.30 -0.23 -2.61
H 0.40 -0.14 -3.93
H -0.53 -2.53 2.42
H -0.38 -3.93 1.38
H -1.97 -3.25 1.68
H 6.28 1.46 -0.26
H -3.74 -2.33 -0.34
H -3.56 -0.80 -2.20
H -2.53 0.23 -3.18
H 1.76 -3.70 0.09
H -0.83 1.02 -3.42
H 2.55 -1.92 -2.20
H 4.17 2.57 -0.98
H 0.81 1.20 -2.85
H 1.60 -2.72 1.56
```

Multiplicity   4
E_HOMO (spin up / spin down)   -7.90 / -7.84 eV
Charge   0
ΔE to the lowest compared entry with this formula, charge and spin   0.000 eV
Kohn-Sham gap (spin up / spin down)   8.4 / 7.8 eV